Here is a structure of composition C40H37AsNO3STi in a non-equilibrium geometry from the Open Molecules 2025 dataset. Energies are from the ωB97M-V functional and the def2-TZVPD basis.

CARTESIAN COORDINATES (ANGSTROEM)
Ti 0.3542 -0.8068 0.1961
O 1.5431 -4.3738 0.6643
C 1.1401 -3.3247 0.1998
O 1.3590 -2.1436 0.7372
C 0.4067 -3.1969 -1.0734
C 0.4196 -4.2090 -2.0316
C -0.1035 -3.9688 -3.2778
C -0.6619 -2.6917 -3.5551
C -1.1976 -2.3658 -4.8074
C -1.7509 -1.1276 -5.0494
C -1.7755 -0.1674 -4.0425
C -1.2358 -0.4482 -2.8027
C -0.6703 -1.7016 -2.5314
N -0.1187 -1.9480 -1.3024
H 0.8884 -5.1459 -1.7671
H -0.1000 -4.7233 -4.0503
H -1.1529 -3.1148 -5.5840
H -2.1696 -0.9086 -6.0196
H -2.2149 0.8010 -4.2261
H -1.2475 0.3178 -2.0244
S -1.5140 -1.6218 1.5022
C -2.8145 -1.0159 0.4803
C -3.8429 -1.8519 0.0542
C -4.8787 -1.3397 -0.7061
C -4.9126 0.0053 -1.0384
C -3.8967 0.8452 -0.6149
C -2.8519 0.3480 0.1519
As -1.2460 1.3418 0.6080
C -1.8074 3.1084 -0.1159
C -2.8514 3.8437 0.4480
C -3.2520 5.0417 -0.1156
C -2.6116 5.5252 -1.2456
C -1.5594 4.8178 -1.7991
C -1.1593 3.6176 -1.2348
C -1.5494 1.8397 2.4764
C -2.2830 1.0914 3.3865
C -2.3329 1.4720 4.7196
C -1.6501 2.5947 5.1515
C -0.9271 3.3578 4.2473
C -0.8813 2.9823 2.9184
H -3.8229 -2.8952 0.3316
H -5.6673 -1.9941 -1.0447
H -5.7339 0.3995 -1.6178
H -3.9078 1.9005 -0.8713
H -3.3550 3.4666 1.3322
H -4.0702 5.5973 0.3190
H -2.9305 6.4547 -1.6909
H -1.0482 5.1981 -2.6716
H -0.3273 3.0646 -1.6610
H -2.8057 0.2003 3.0587
H -2.9073 0.8917 5.4272
H -1.6912 2.8833 6.1919
H -0.4032 4.2408 4.5845
H -0.3135 3.5678 2.1945
C 1.4310 0.6762 2.7124
C 2.9028 0.2995 2.6060
C 3.0926 -1.1334 3.1236
C 3.5283 0.4379 1.2251
C 4.9186 0.4965 1.2350
C 5.6570 0.5250 0.0711
C 4.9962 0.5413 -1.1416
C 3.6121 0.5380 -1.2134
C 2.9937 0.5069 -2.6021
C 2.6136 -0.9461 -2.9061
C 1.7884 1.4270 -2.8104
C 2.8579 0.4587 -0.0197
O 1.5191 0.4370 -0.0940
H 1.1355 0.7515 3.7605
H 0.8024 -0.1021 2.2383
H 1.2607 1.6438 2.2342
H 3.4648 0.9754 3.2659
H 2.5848 -1.8403 2.4669
H 2.6710 -1.2272 4.1236
H 4.1441 -1.4072 3.1642
H 5.4277 0.5210 2.1900
H 6.7356 0.5324 0.1040
H 5.5642 0.5519 -2.0605
H 3.7700 0.8174 -3.3138
H 1.9637 -1.3138 -2.1088
H 3.5020 -1.5733 -2.9282
H 2.0924 -1.0360 -3.8596
H 0.9260 1.0612 -2.2492
H 1.5267 1.4492 -3.8688
H 2.0143 2.4437 -2.4937

- LUMO level (spin up / spin down) (eV) = -1.239 / -1.275
- electronic energy (a.u.) = -5310.464840
- HOMO energy (spin up / spin down) (eV) = -7.112 / -7.742
- multiplicity = 2
- total charge = 0
- orbital gap (spin up / spin down) (eV) = 5.9 / 6.5